{"formula": "C42H48O12S3", "method": "the ωB97M-V functional and the def2-TZVPD basis", "charge": 0, "e_above_lowest_kcal_mol": 33.5, "species": ["C", "C", "O", "S", "O", "O", "O", "H", "H", "H", "H", "C", "C", "O", "S", "O", "O", "O", "H", "H", "H", "H", "C", "C", "O", "S", "O", "O", "O", "H", "H", "H", "H", "C", "C", "C", "C", "C", "C", "H", "H", "H", "H", "H", "H", "C", "C", "C", "C", "C", "C", "H", "H", "H", "H", "H", "H", "C", "C", "C", "C", "C", "C", "H", "H", "H", "H", "H", "H", "C", "C", "C", "C", "C", "C", "H", "H", "H", "H", "H", "H", "C", "C", "C", "C", "C", "C", "H", "H", "H", "H", "H", "H", "C", "C", "C", "C", "C", "C", "H", "H", "H", "H", "H", "H"], "coordinates": [[0.733, -5.689, -0.683], [1.577, -5.095, -1.807], [2.781, -4.751, -1.179], [2.908, -5.442, 0.187], [2.729, -4.437, 1.190], [4.002, -6.327, 0.188], [1.644, -6.332, 0.165], [0.028, -6.474, -0.963], [0.220, -4.903, -0.125], [1.008, -4.235, -2.157], [1.815, -5.855, -2.641], [1.952, 5.423, 0.766], [1.345, 4.090, 0.365], [0.015, 4.388, -0.161], [-0.264, 5.899, -0.201], [-0.855, 6.239, 1.038], [-0.831, 6.312, -1.444], [1.334, 6.292, -0.227], [3.014, 5.476, 0.797], [1.659, 5.747, 1.764], [1.218, 3.345, 1.168], [1.915, 3.641, -0.442], [-0.428, 0.616, 0.252], [0.290, -0.094, 1.424], [1.367, -0.850, 0.825], [0.752, -1.525, -0.544], [-0.032, -2.720, -0.172], [1.689, -1.566, -1.579], [-0.296, -0.318, -0.813], [0.068, 1.512, -0.080], [-1.485, 0.779, 0.474], [-0.407, -0.742, 1.911], [0.812, 0.629, 2.107], [-0.100, 3.465, 4.072], [-0.137, 2.284, 4.888], [-1.117, 1.328, 4.684], [-2.134, 1.614, 3.807], [-2.202, 2.863, 3.201], [-1.158, 3.795, 3.317], [0.708, 4.157, 4.159], [0.652, 2.200, 5.664], [-1.081, 0.437, 5.273], [-2.886, 0.856, 3.506], [-3.064, 3.171, 2.657], [-1.179, 4.713, 2.728], [-0.765, 3.209, -4.652], [-0.810, 2.014, -5.381], [-1.400, 0.865, -4.801], [-2.050, 0.999, -3.552], [-2.124, 2.251, -2.979], [-1.496, 3.364, -3.499], [-0.311, 4.157, -5.076], [-0.359, 1.968, -6.386], [-1.347, -0.157, -5.304], [-2.339, 0.083, -3.064], [-2.689, 2.536, -2.084], [-1.568, 4.361, -3.051], [-2.463, -4.149, -2.545], [-1.511, -3.365, -3.112], [-1.287, -3.413, -4.482], [-2.192, -4.125, -5.271], [-3.294, -4.779, -4.701], [-3.434, -4.790, -3.311], [-2.560, -4.131, -1.469], [-0.865, -2.665, -2.571], [-0.451, -2.861, -4.899], [-2.016, -4.229, -6.361], [-4.033, -5.331, -5.303], [-4.199, -5.286, -2.806], [3.456, -0.650, 5.016], [4.004, -1.356, 3.960], [3.177, -2.227, 3.276], [1.836, -2.329, 3.499], [1.278, -1.724, 4.626], [2.149, -0.925, 5.327], [4.087, 0.127, 5.529], [5.080, -1.265, 3.739], [3.670, -2.804, 2.480], [1.213, -3.007, 2.872], [0.214, -1.870, 4.836], [1.732, -0.437, 6.184], [4.734, 3.336, -1.425], [4.491, 2.238, -0.635], [3.381, 1.473, -0.908], [2.480, 1.816, -1.940], [2.787, 2.943, -2.784], [3.947, 3.635, -2.614], [5.654, 3.834, -1.144], [5.031, 1.944, 0.232], [3.158, 0.688, -0.224], [1.576, 1.249, -2.103], [2.145, 3.127, -3.660], [4.230, 4.423, -3.227], [-5.104, -0.346, 2.170], [-4.671, 0.052, 0.895], [-3.668, -0.637, 0.237], [-3.027, -1.734, 0.906], [-3.373, -2.051, 2.205], [-4.427, -1.380, 2.812], [-5.948, 0.067, 2.698], [-5.112, 0.891, 0.385], [-3.367, -0.418, -0.791], [-2.257, -2.360, 0.435], [-2.945, -2.969, 2.636], [-4.630, -1.793, 3.803]]}